*1*
{"formula": "C7H18N2", "method": "ωB97M-V/def2-TZVPD", "elements": ["C", "C", "N", "C", "C", "H", "H", "H", "H", "H", "H", "H", "H", "H", "C", "C", "C", "N", "H", "H", "H", "H", "H", "H", "H", "H", "H"], "xyz": [[3.05020, 0.37261, -0.55134], [2.81517, -0.86128, 1.48342], [2.20830, 0.09931, 0.59115], [-2.60189, -0.43262, -0.55491], [-3.19981, -0.13727, -1.71110], [-2.95202, -1.26382, 0.03951], [3.73281, -0.44026, 1.90108], [3.97664, 0.84018, -0.21646], [3.31317, -0.52623, -1.12519], [2.53643, 1.06342, -1.21555], [2.12768, -1.07133, 2.30137], [3.07550, -1.81606, 0.99278], [-2.88558, 0.67000, -2.35342], [-4.00436, -0.75175, -2.06637], [-1.49541, 0.34311, 1.43138], [-0.34661, -0.86434, -0.31025], [-1.01887, 1.42186, -0.64203], [-1.39885, 0.15030, -0.02055], [-1.80936, -0.58478, 1.90823], [-2.21446, 1.12815, 1.66699], [-0.50850, 0.60831, 1.80535], [-0.08303, 1.75125, -0.19290], [-0.62228, -1.80006, 0.18689], [-0.32194, -1.03861, -1.38857], [1.27569, -0.29459, 0.24474], [-0.85008, 1.26785, -1.70647], [-1.79853, 2.16666, -0.49779]], "homo_energy_ev": -6.569, "homo_lumo_gap_ev": 7.3}

=====

*2*
{"formula": "C7H18N2", "method": "ωB97M-V/def2-TZVPD", "elements": ["C", "C", "C", "C", "C", "N", "H", "H", "H", "H", "H", "H", "H", "H", "H", "H", "H", "H", "H", "C", "C", "N", "H", "H", "H", "H", "H"], "xyz": [[0.78410, -0.95418, 0.63510], [1.31146, 1.07009, 0.14309], [0.36999, -1.04044, 2.09947], [0.20331, 2.01757, 0.26220], [1.98308, 0.97176, -1.19968], [0.30927, -2.04899, -0.19488], [1.87085, -1.04167, 0.58742], [1.99990, 1.08261, 0.98368], [0.97107, -2.81204, -0.24319], [-0.57855, -2.40780, 0.13581], [-0.71474, -0.99513, 2.20558], [0.80259, -0.22148, 2.67486], [0.71810, -1.98158, 2.53553], [0.08995, 2.67494, -0.59989], [2.57550, 1.86949, -1.40522], [-0.79104, 1.40346, 0.25308], [0.19457, 2.57412, 1.19996], [1.24752, 0.86542, -1.99830], [2.65964, 0.11725, -1.25232], [-1.88263, -0.03902, -1.67238], [-1.72923, -0.01331, -0.17838], [-2.59825, -0.25668, 0.70908], [-3.52611, -0.45895, 0.32240], [-0.56611, -0.23259, 0.15443], [-2.91775, -0.20888, -1.97876], [-1.25310, -0.83490, -2.07511], [-1.53344, 0.90092, -2.10359]], "homo_energy_ev": -7.916, "homo_lumo_gap_ev": 9.0}

=====

It is *2* that is the most stable of them.

=====

*1*
{"formula": "C2HN3O3", "method": "ωB97M-V/def2-TZVPD", "elements": ["C", "C", "N", "N", "N", "O", "O", "O", "H"], "xyz": [[0.08395, -2.07502, -0.24525], [-1.30378, -2.22791, -0.80476], [0.06067, -1.13489, 0.59405], [-2.21481, -1.44320, -0.49727], [-3.27579, -0.09033, -0.01591], [-4.07146, 0.15607, -0.78006], [-3.06103, 0.26220, 1.04506], [-0.85926, -0.44405, 0.91142], [0.96499, -2.65651, -0.36151]], "homo_energy_ev": [-8.568, -8.583], "homo_lumo_gap_ev": [6.5, 6.6]}

=====

*2*
{"formula": "C2HN3O3", "method": "ωB97M-V/def2-TZVPD", "elements": ["O", "N", "O", "C", "C", "N", "N", "O", "H"], "xyz": [[-1.94707, -0.80790, -0.79012], [-1.08702, 0.03556, -0.89737], [-1.09392, 0.83800, -1.78798], [-0.06288, -0.00419, 0.05556], [0.20197, -0.78576, 1.17914], [1.41820, -0.49309, 1.64300], [1.97132, 0.38029, 0.93544], [0.98081, 0.79815, -0.04878], [-0.47064, -1.34572, 1.83934]], "homo_energy_ev": -11.361, "homo_lumo_gap_ev": 9.6, "smiles": "O=[N+]([O-])c1cnno1"}

=====

It is *2* that is the most stable of them.

=====

*1*
{"formula": "C4H5N", "method": "ωB97M-V/def2-TZVPD", "elements": ["C", "C", "C", "N", "C", "H", "H", "H", "H", "H"], "xyz": [[1.23163, -0.12676, 0.02936], [0.27637, -1.04357, -0.00266], [-1.05706, -0.59898, 0.06018], [-0.82634, 0.66872, -0.00206], [0.50978, 1.04842, -0.05668], [2.25148, -0.45692, -0.05151], [0.56851, -2.20688, -0.10927], [-1.97174, -1.09527, -0.06168], [-1.57649, 1.24456, -0.14857], [0.74830, 2.15880, 0.20420]], "homo_energy_ev": -8.084, "homo_lumo_gap_ev": 9.1, "smiles": "c1cc[nH]c1"}

=====

*2*
{"formula": "C4H5N", "method": "ωB97M-V/def2-TZVPD", "elements": ["C", "C", "C", "C", "N", "H", "H", "H", "H", "H"], "xyz": [[-0.08117, 2.46549, -0.31301], [0.06874, 1.30505, 0.13518], [0.17402, -0.16039, 0.62322], [-0.03318, -1.03551, -0.54548], [-1.08404, -1.10920, 0.52968], [0.24693, 3.59848, -0.57473], [0.94902, -0.51211, 1.39470], [0.61950, -1.84819, -0.63871], [0.03436, -0.62513, -1.76651], [-0.89418, -2.07849, 1.15564]], "homo_energy_ev": -9.575, "homo_lumo_gap_ev": 10.4, "smiles": "C#C[C@@H]1CN1"}

=====

It is *1* that is the most stable of them.

=====

*1*
{"formula": "C4H5N", "method": "ωB97M-V/def2-TZVPD", "elements": ["C", "C", "C", "C", "N", "H", "H", "H", "H", "H"], "xyz": [[2.34781, -0.01361, 0.27941], [1.18112, -0.31659, 0.23297], [-0.23484, -0.53229, 0.42011], [-1.09076, 0.73816, -0.18913], [-1.33829, -0.61123, -0.46798], [3.37782, 0.26378, 0.26713], [-0.42397, -1.18650, 1.29991], [-0.82562, 1.41106, -1.03974], [-1.64250, 1.26266, 0.58065], [-1.35076, -1.01543, -1.38332]], "homo_energy_ev": -8.793, "homo_lumo_gap_ev": 10.0, "smiles": "C#C[C@H]1CN1"}

=====

*2*
{"formula": "C4H5N", "method": "ωB97M-V/def2-TZVPD", "elements": ["C", "C", "C", "C", "N", "H", "H", "H", "H", "H"], "xyz": [[2.36786, -0.05698, 0.06883], [0.86586, -0.32096, -0.13541], [-0.11983, 0.55006, -0.02677], [-1.54390, 0.16350, -0.08798], [-2.60553, -0.30016, 0.10512], [2.66643, 0.20320, 1.07853], [2.80200, 0.70659, -0.61208], [2.81542, -1.02126, -0.10824], [0.53026, -1.39802, -0.09041], [0.00463, 1.59680, 0.08436]], "homo_energy_ev": -10.266, "homo_lumo_gap_ev": 10.8, "smiles": "C/C=C/C#N"}

=====

It is *2* that is the most stable of them.

=====

*1*
{"formula": "C4H5N", "method": "ωB97M-V/def2-TZVPD", "elements": ["C", "C", "C", "C", "N", "H", "H", "H", "H", "H"], "xyz": [[-3.48751, -0.53396, 0.22835], [-2.68960, 0.26776, -0.18320], [-0.59150, 0.91448, -0.21354], [1.43272, -0.62518, 0.02199], [0.04911, -0.09717, 0.13672], [-4.50830, -0.91083, 0.16446], [-0.64900, 1.94290, -0.69786], [1.69226, -0.82778, -1.01384], [1.50220, -1.51195, 0.65321], [2.25885, -0.04365, 0.31633]], "homo_energy_ev": -9.113, "homo_lumo_gap_ev": 9.1}

=====

*2*
{"formula": "C4H5N", "method": "ωB97M-V/def2-TZVPD", "elements": ["C", "C", "C", "N", "C", "H", "H", "H", "H", "H"], "xyz": [[-0.26150, 0.79399, 0.26521], [0.73040, -0.10519, -0.08968], [2.01066, -0.43936, -0.06904], [-2.55659, -0.30279, -0.00977], [-1.36362, -0.03385, 0.12441], [-3.14309, 0.45935, -0.35551], [-0.20384, 1.86541, 0.41873], [-0.30172, -1.03310, -0.23121], [2.67904, 0.00556, 0.66172], [2.41027, -1.21004, -0.71486]], "homo_energy_ev": -8.182, "homo_lumo_gap_ev": 8.2}

=====

It is *2* that is the most stable of them.

=====

*1*
{"formula": "C2H10NO2", "method": "ωB97M-V/def2-TZVPD", "elements": ["C", "C", "N", "H", "H", "H", "H", "H", "H", "H", "H", "O", "H", "H", "O"], "xyz": [[0.13120, 0.67331, -0.75685], [1.15060, 0.71902, -1.59762], [0.53178, 0.41967, 0.66915], [-0.92559, 0.84307, -0.86538], [1.16383, 0.51254, -2.65899], [2.16749, 0.82010, -1.21714], [0.55283, 1.28695, 1.20927], [1.43748, -0.05703, 0.60815], [-0.17670, -0.11322, 1.18083], [0.80463, -3.60004, -0.53969], [-0.39517, -3.67575, 0.41689], [0.29408, -3.11678, 0.07957], [-1.82790, 2.43175, 1.12739], [-2.92248, 1.36356, 1.10178], [-1.98608, 1.49285, 1.24263]], "total_charge": 1, "homo_energy_ev": -14.994, "homo_lumo_gap_ev": 11.7}

=====

*2*
{"formula": "C2H10NO2", "method": "ωB97M-V/def2-TZVPD", "elements": ["C", "C", "N", "H", "H", "H", "H", "H", "H", "H", "H", "O", "H", "H", "O"], "xyz": [[-1.22642, 1.14543, 0.36824], [-2.29494, 1.35893, -0.35263], [-0.58036, -0.18765, 0.42008], [-0.58169, 1.89654, 0.79917], [-2.70996, 2.34730, -0.17024], [-2.84366, 0.79534, -1.09220], [-1.12033, -0.93467, 0.00274], [-0.31533, -0.42339, 1.37819], [0.34881, -0.14144, -0.03245], [2.67436, 0.08169, -1.52563], [1.44254, -0.33484, -2.24564], [1.72797, -0.03890, -1.36767], [1.67692, -2.38326, 1.79292], [2.30233, -1.58628, 0.76281], [1.49977, -1.59480, 1.26231]], "total_charge": 1, "homo_energy_ev": -15.020, "homo_lumo_gap_ev": 11.9}

=====

*3*
{"formula": "C2H10NO2", "method": "ωB97M-V/def2-TZVPD", "elements": ["C", "O", "C", "N", "H", "H", "H", "H", "H", "H", "H", "H", "H", "H", "O"], "xyz": [[0.17613, 0.74532, 1.17409], [-1.18392, 0.87441, 0.91802], [0.62216, 0.26915, -0.26123], [1.95574, -0.49593, -0.23288], [0.16062, -0.05248, 1.89732], [0.61424, 1.72903, 1.40054], [-1.36260, 1.88207, 0.71983], [-0.30274, -0.09402, -0.82648], [0.76786, 1.09942, -0.89187], [1.94980, -1.18563, 0.51952], [2.68887, 0.19230, -0.00529], [2.03417, -0.97403, -1.12508], [-3.00868, -1.29805, -1.82042], [-2.75854, -1.17440, -0.33739], [-2.35311, -1.51716, -1.12869]], "total_charge": 1, "homo_energy_ev": -14.570, "homo_lumo_gap_ev": 10.7}

=====

It is *2* that is the most stable of them.

=====

*1*
{"formula": "C3H5ClS", "method": "ωB97M-V/def2-TZVPD", "elements": ["C", "S", "C", "C", "Cl", "H", "H", "H", "H", "H"], "xyz": [[-1.75487, -0.37104, -0.88893], [-1.19352, -0.35582, 0.90573], [0.46429, -0.12135, 1.42299], [1.55255, 0.10755, 0.54686], [1.16584, 0.52594, -1.18425], [-0.76118, -0.74958, -1.56165], [-2.08153, 0.73579, -1.51459], [-2.71598, -1.08662, -0.99451], [0.63661, -0.06065, 2.57410], [2.62733, 0.22227, 0.65174]], "homo_energy_ev": -8.245, "homo_lumo_gap_ev": 8.9, "smiles": "CS/C=C\\Cl"}

=====

*2*
{"formula": "C3H5ClS", "method": "ωB97M-V/def2-TZVPD", "elements": ["C", "C", "C", "S", "Cl", "H", "H", "H", "H", "H"], "xyz": [[-0.43030, 0.93213, -0.20947], [0.72425, 0.20904, -0.18470], [0.81350, -1.26078, -0.00059], [-2.65647, 0.57061, -0.02063], [2.27525, 0.93631, -0.77127], [-2.84018, 1.26779, 1.20780], [-0.30325, 2.06600, -0.32274], [-0.02681, -1.72632, -0.50505], [0.57575, -1.46891, 1.04265], [1.86826, -1.52588, -0.23600]], "homo_energy_ev": -9.498, "homo_lumo_gap_ev": 8.9}

=====

*3*
{"formula": "C3H5ClS", "method": "ωB97M-V/def2-TZVPD", "elements": ["C", "C", "S", "C", "H", "H", "H", "H", "Cl", "H"], "xyz": [[-0.33416, 2.11483, 0.23520], [-0.64721, 0.97873, 0.50968], [-1.11325, -0.62355, 0.96138], [-1.21529, -1.51918, -0.68973], [-0.01645, 3.08768, -0.07512], [-1.56306, -0.92616, -1.56837], [-1.97554, -2.40400, -0.61013], [-0.33391, -2.04927, -0.91376], [4.19969, 0.46332, 0.94528], [2.99918, 0.87760, 1.20557]], "homo_energy_ev": -8.955, "homo_lumo_gap_ev": 9.6, "smiles": "C#CSC.Cl"}

=====

It is *3* that is the most stable of them.

=====

*1*
{"formula": "C4H17N2O2", "method": "ωB97M-V/def2-TZVPD", "elements": ["C", "N", "C", "N", "C", "C", "H", "H", "H", "H", "H", "H", "H", "H", "H", "H", "H", "H", "H", "H", "H", "O", "H", "H", "O"], "xyz": [[-1.24304, 1.68162, -0.27719], [-2.27512, 0.80576, 0.20989], [0.07647, 0.96731, -0.50672], [0.21717, -0.24392, 0.49928], [-0.04550, 0.11367, 1.91031], [0.28846, 0.35940, -1.88265], [-0.99240, 2.45017, 0.47437], [-1.57097, 2.36303, -1.06511], [-2.92158, 1.19431, 0.86681], [-2.73297, 0.17023, -0.40044], [0.93251, 1.49150, -0.07810], [1.22689, -0.41378, 0.50416], [-0.23725, -1.09259, 0.14091], [0.70266, -0.42579, 2.49236], [-0.98683, -0.25850, 2.33149], [-0.18809, 1.15465, 2.18100], [-0.22953, 1.02944, -2.59569], [-0.29498, -0.55213, -2.00258], [1.28690, 0.43728, -2.28722], [3.27282, 0.16120, -1.20140], [3.77672, -0.89851, -0.31193], [2.96454, -0.38000, -0.45190], [0.38588, -3.46425, 0.70119], [-0.95002, -3.62076, 0.08706], [-0.46272, -3.02936, 0.66210]], "total_charge": 1, "homo_energy_ev": -12.962, "homo_lumo_gap_ev": 10.2}

=====

*2*
{"formula": "C4H17N2O2", "method": "ωB97M-V/def2-TZVPD", "elements": ["C", "C", "C", "C", "N", "N", "H", "H", "H", "H", "H", "H", "H", "H", "H", "H", "H", "H", "H", "H", "H", "O", "H", "H", "O"], "xyz": [[1.44570, -0.33979, 0.07572], [1.04113, -1.43375, 1.06197], [-0.27886, -2.06067, 0.67806], [-1.83253, -0.52816, -0.45403], [-1.44982, -1.18093, 0.76776], [1.15125, 1.03041, 0.69249], [0.94125, -0.42603, -0.88309], [2.46703, -0.27701, -0.30113], [1.87561, -2.13144, 0.98817], [1.01300, -1.12715, 2.10116], [-0.51256, -3.01326, 1.15607], [-0.24315, -2.40272, -0.36199], [-1.98662, -1.14568, -1.36002], [-1.12024, 0.16979, -0.81781], [-2.78339, -0.01767, -0.31804], [-2.18334, -1.62588, 1.29174], [0.39821, 0.93497, 1.36465], [2.02468, 1.35097, 1.09977], [0.88820, 1.65439, -0.08313], [0.76719, 2.38811, -2.34481], [2.04955, 1.55589, -2.63965], [1.41910, 1.78754, -1.96288], [-2.02695, 2.64262, -0.53462], [-1.74232, 1.93821, 0.79550], [-1.32213, 2.25726, -0.01185]], "total_charge": 1, "homo_energy_ev": -12.286, "homo_lumo_gap_ev": 9.4}

=====

It is *2* that is the most stable of them.